No. 1
Formula: C2H2FN3S2
Source: the OMol25 dataset
Level of theory: ωB97M-V with the def2-TZVPD basis set

Atoms and positions in Å:
C (-0.931, -0.086, 1.022)
C (1.333, -0.477, -1.031)
N (-1.582, 0.044, 0.000)
N (0.654, -0.206, -1.923)
N (-1.713, 0.604, -1.071)
F (-1.052, -0.968, 1.975)
S (1.762, 0.999, 1.157)
S (2.208, -0.760, 0.384)
H (-0.803, 0.405, -1.776)
H (0.124, 0.446, 1.263)

The calculation puts the strongest force on any atom at 0.0598 Eh/bohr. The calculation puts the HOMO energy (spin up / spin down) at -8.32 / -8.32 eV. The value obtained for the energy relative to the best compared isomer or geometry (same formula, charge and spin) is 318.5 kJ/mol. The total energy comes out at -1137.7301 a.u.

=====

No. 2
Formula: C16H29F10NO7S3Si2
Source: the OMol25 dataset
Level of theory: ωB97M-V with the def2-TZVPD basis set

Atoms and positions in Å:
N (1.350, 2.236, -0.572)
Si (0.818, 0.667, -1.001)
O (1.939, -0.057, -1.971)
Si (3.244, -0.861, -1.382)
F (4.129, 0.119, -0.484)
C (-0.752, 0.954, -2.124)
F (-0.857, 0.046, -3.146)
F (-0.611, 2.201, -2.711)
C (-2.105, 1.037, -1.364)
F (-3.018, 1.735, -2.084)
F (-1.860, 1.716, -0.202)
C (-2.762, -0.315, -1.006)
F (-3.016, -0.996, -2.139)
F (-1.895, -1.040, -0.267)
C (-4.117, -0.193, -0.195)
F (-4.051, -0.928, 0.906)
F (-5.124, -0.636, -0.928)
F (-4.382, 1.057, 0.160)
H (1.961, 2.265, 0.241)
H (0.587, 2.884, -0.409)
H (0.463, -0.203, 0.112)
H (4.050, -1.308, -2.525)
H (2.806, -1.987, -0.544)
C (-1.278, -1.152, 4.753)
C (0.000, -0.858, 5.552)
C (1.193, -1.254, 4.672)
S (0.643, -1.056, 2.971)
O (0.619, -2.349, 2.334)
O (1.335, 0.047, 2.356)
C (-1.039, -0.579, 3.360)
H (-2.158, -0.710, 5.218)
H (-1.437, -2.230, 4.688)
H (0.049, 0.208, 5.782)
H (0.018, -1.398, 6.498)
H (2.063, -0.620, 4.823)
H (1.468, -2.299, 4.801)
H (-1.702, -0.976, 2.594)
H (-1.075, 0.511, 3.361)
C (4.818, 5.150, 3.649)
C (6.115, 4.927, 2.858)
C (5.915, 3.676, 1.992)
S (4.150, 3.580, 1.655)
O (3.610, 2.399, 2.280)
O (3.907, 3.856, 0.265)
C (3.684, 5.004, 2.639)
H (4.798, 6.127, 4.129)
H (4.721, 4.390, 4.427)
H (6.306, 5.792, 2.220)
H (6.974, 4.810, 3.517)
H (6.439, 3.728, 1.042)
H (6.192, 2.766, 2.519)
H (2.710, 4.820, 3.085)
H (3.634, 5.860, 1.967)
C (-4.202, -3.496, -4.065)
C (-2.854, -3.489, -4.797)
C (-2.879, -4.642, -5.809)
S (-4.607, -4.880, -6.254)
O (-5.029, -6.179, -5.793)
O (-4.821, -4.484, -7.622)
C (-5.267, -3.637, -5.147)
H (-4.349, -2.590, -3.481)
H (-4.252, -4.348, -3.383)
H (-2.728, -2.539, -5.320)
H (-2.019, -3.594, -4.107)
H (-2.320, -4.424, -6.716)
H (-2.528, -5.575, -5.374)
H (-6.235, -3.970, -4.780)
H (-5.380, -2.718, -5.722)

The calculation puts the strongest force on any atom at 0.0136 Eh/bohr. The calculation puts the HOMO energy at -9.93 eV. The total energy comes out at -3980.8742 a.u.

=====

No. 3
Formula: C8H21PSi2
Source: the OMol25 dataset
Level of theory: ωB97M-V with the def2-TZVPD basis set

Atoms and positions in Å:
C (0.752, 3.084, 0.542)
Si (1.009, 1.181, 0.242)
C (2.602, 0.696, 1.057)
C (0.990, 0.919, -1.590)
C (-0.450, 0.210, 0.915)
Si (-0.490, -1.477, 0.117)
C (-1.324, -2.958, 0.988)
C (1.355, -2.098, -0.385)
C (-1.491, -1.003, -1.498)
H (1.573, 3.721, 0.234)
H (-0.136, 3.455, 0.060)
H (0.528, 3.302, 1.653)
H (2.644, -0.096, 1.856)
H (3.086, 0.386, 0.148)
H (3.292, 1.533, 1.229)
H (1.468, 1.711, -2.100)
H (1.654, 0.033, -1.569)
H (0.005, 0.829, -2.062)
H (-1.534, 0.949, 0.860)
H (0.089, 0.124, 2.005)
H (-0.653, -3.471, 1.561)
H (-2.328, -2.759, 1.475)
H (-1.585, -3.545, 0.201)
H (1.262, -3.100, -0.756)
H (1.827, -1.719, -1.273)
H (1.982, -2.145, 0.453)
H (-0.832, -1.038, -2.335)
H (-2.314, -1.638, -1.697)
H (-1.827, 0.008, -1.471)
C (-3.778, 1.640, 0.586)
P (-3.116, 2.372, -0.568)
H (-4.260, 0.895, 1.124)

The SMILES is C[Si](C)(C)C[Si](C)(C)C.C#P. The calculation puts the strongest force on any atom at 0.0869 Eh/bohr. The calculation puts the HOMO energy at -9.51 eV. The value obtained for the energy relative to the best compared isomer or geometry (same formula, charge and spin) is 214.4 kJ/mol. The total energy comes out at -1237.6405 a.u.

=====

No. 4
Formula: C26H63F2N13O10P3S3
Source: the OMol25 dataset
Level of theory: ωB97M-V with the def2-TZVPD basis set

Atoms and positions in Å:
O (-0.486, -0.341, -1.637)
C (-0.512, -1.530, -2.036)
F (-1.634, -2.389, -1.699)
N (0.570, -2.164, -2.806)
C (0.541, -3.645, -2.734)
O (1.439, -4.203, -2.044)
F (-0.452, -4.456, -3.346)
S (0.688, -1.558, -4.439)
O (0.270, -2.581, -5.492)
O (-0.210, -0.344, -4.606)
N (2.278, -1.056, -4.886)
S (3.187, -0.570, -3.514)
O (3.552, -1.785, -2.688)
O (2.476, 0.408, -2.596)
C (4.745, 0.231, -4.148)
C (5.787, 0.611, -2.968)
C (6.762, -0.657, -2.597)
C (6.250, -1.216, -1.175)
S (6.480, -3.044, -0.913)
C (6.396, -3.974, -2.499)
N (5.406, -4.052, -3.535)
N (5.796, -4.929, -4.534)
C (7.073, -5.414, -4.044)
O (7.503, -4.851, -2.807)
H (5.325, -0.477, -4.864)
H (4.448, 1.176, -4.754)
H (5.156, 0.951, -2.075)
H (6.435, 1.514, -3.302)
H (7.815, -0.215, -2.424)
H (6.710, -1.409, -3.458)
H (6.903, -0.694, -0.365)
H (5.172, -0.895, -0.954)
H (7.742, -6.200, -4.557)
O (-1.432, 2.177, 4.075)
P (-2.694, 1.475, 3.532)
N (-2.048, 1.225, 1.972)
C (-1.690, 2.290, 1.054)
C (-1.055, 0.153, 1.909)
N (-3.710, 2.842, 3.698)
C (-4.334, 3.607, 2.638)
C (-3.388, 3.760, 4.794)
N (-4.159, 0.624, 2.955)
C (-4.415, -0.558, 3.788)
C (-4.498, 0.298, 1.573)
H (-1.625, 1.886, 0.037)
H (-0.743, 2.769, 1.312)
H (-2.461, 3.054, 0.989)
H (-1.532, -0.810, 2.126)
H (-0.250, 0.305, 2.639)
H (-0.601, 0.061, 0.921)
H (-3.641, 4.319, 2.179)
H (-5.176, 4.192, 3.033)
H (-4.774, 2.990, 1.858)
H (-2.573, 4.436, 4.531)
H (-3.095, 3.209, 5.690)
H (-4.255, 4.366, 5.077)
H (-3.696, -1.356, 3.569)
H (-5.427, -0.945, 3.641)
H (-4.321, -0.301, 4.849)
H (-3.897, -0.527, 1.176)
H (-4.394, 1.149, 0.898)
H (-5.552, 0.001, 1.511)
O (-2.226, 4.445, -2.459)
P (-2.400, 4.605, -3.984)
N (-4.094, 4.374, -3.947)
C (-4.741, 3.142, -3.542)
C (-4.836, 5.524, -3.432)
N (-1.478, 3.225, -4.391)
C (-1.951, 2.002, -5.008)
C (-0.386, 2.880, -3.473)
N (-2.569, 4.845, -5.751)
C (-2.065, 6.172, -6.127)
C (-3.737, 4.544, -6.569)
H (-5.772, 3.133, -3.916)
H (-4.751, 3.007, -2.457)
H (-4.282, 2.268, -3.997)
H (-4.728, 6.373, -4.116)
H (-4.469, 5.834, -2.447)
H (-5.907, 5.326, -3.347)
H (-2.427, 1.331, -4.286)
H (-1.115, 1.449, -5.451)
H (-2.636, 2.169, -5.839)
H (-0.748, 2.342, -2.596)
H (0.132, 3.778, -3.128)
H (0.369, 2.259, -3.964)
H (-2.761, 6.960, -5.813)
H (-1.905, 6.252, -7.206)
H (-1.101, 6.363, -5.645)
H (-4.550, 5.264, -6.423)
H (-4.133, 3.544, -6.392)
H (-3.461, 4.567, -7.630)
O (2.275, -3.178, 7.506)
P (2.114, -3.059, 5.977)
N (0.423, -3.306, 6.002)
C (-0.217, -4.532, 6.433)
C (-0.336, -2.149, 6.478)
N (3.055, -4.443, 5.618)
C (2.602, -5.685, 5.029)
C (4.139, -4.750, 6.555)
N (1.963, -2.869, 4.205)
C (2.458, -1.546, 3.798)
C (0.806, -3.203, 3.382)
H (-1.243, -4.561, 6.047)
H (-0.238, -4.638, 7.521)
H (0.255, -5.414, 6.006)
H (-0.229, -1.317, 5.772)
H (0.018, -1.809, 7.458)
H (-1.405, -2.355, 6.556)
H (2.124, -6.341, 5.765)
H (3.450, -6.242, 4.610)
H (1.926, -5.547, 4.188)
H (3.773, -5.268, 7.443)
H (4.644, -3.839, 6.880)
H (4.906, -5.377, 6.089)
H (1.752, -0.758, 4.083)
H (2.630, -1.493, 2.719)
H (3.416, -1.333, 4.285)
H (-0.014, -2.487, 3.501)
H (0.418, -4.203, 3.580)
H (1.091, -3.207, 2.323)

Its charge is -1. The calculation puts the strongest force on any atom at 0.1639 Eh/bohr. The calculation puts the HOMO energy at -5.85 eV. The total energy comes out at -4910.5333 a.u.

=====

No. 5
Formula: C5H9Cl2N
Source: the OMol25 dataset
Level of theory: ωB97M-V with the def2-TZVPD basis set

Atoms and positions in Å:
C (0.916, 0.772, 1.158)
C (0.265, -0.133, 0.059)
C (0.998, -1.482, -0.052)
Cl (2.761, -1.200, -0.522)
N (0.008, 0.521, -1.265)
C (-1.405, 0.687, -1.019)
C (-1.300, -0.201, 0.202)
Cl (-1.985, -1.868, -0.058)
H (2.086, 0.810, 1.087)
H (0.498, 1.818, 1.044)
H (0.710, 0.434, 2.237)
H (0.472, -2.015, -0.834)
H (0.959, -1.968, 0.933)
H (0.473, 1.440, -1.448)
H (-1.749, 1.720, -0.760)
H (-2.076, 0.382, -1.871)
H (-1.631, 0.282, 1.108)

The SMILES is C[C@]1(CCl)NC[C@H]1Cl. The calculation puts the strongest force on any atom at 0.0450 Eh/bohr. The calculation puts the HOMO energy at -9.35 eV. The value obtained for the energy relative to the best compared isomer or geometry (same formula, charge and spin) is 54.0 kJ/mol. The total energy comes out at -1171.0166 a.u.

=====

No. 6
Formula: C7H10Cl12O
Source: the OMol25 dataset
Level of theory: ωB97M-V with the def2-TZVPD basis set

Atoms and positions in Å:
Cl (-2.977, -3.281, -3.610)
C (-2.915, -1.693, -2.705)
Cl (-1.266, -0.878, -2.765)
Cl (-3.295, -1.815, -0.969)
H (-3.626, -1.012, -3.174)
Cl (-4.866, 3.837, 0.043)
C (-3.756, 2.364, -0.247)
Cl (-3.853, 1.910, -1.893)
Cl (-4.209, 1.076, 0.821)
H (-2.736, 2.668, -0.015)
Cl (0.898, -6.831, 0.213)
C (1.225, -5.394, -0.799)
Cl (2.911, -4.835, -0.497)
Cl (0.094, -4.110, -0.413)
H (1.051, -5.686, -1.835)
Cl (-1.471, -1.073, 2.249)
C (-0.301, -0.731, 0.988)
Cl (1.399, -1.019, 1.523)
Cl (-0.552, 0.926, 0.473)
H (-0.618, -1.341, 0.141)
C (3.513, 1.777, 1.908)
C (3.099, 3.143, 1.583)
C (2.113, 3.364, 0.447)
O (3.636, 4.048, 2.217)
H (3.789, 1.275, 0.980)
H (2.687, 1.239, 2.372)
H (4.332, 1.697, 2.623)
H (1.077, 3.499, 0.758)
H (2.273, 2.602, -0.316)
H (2.344, 4.276, -0.103)

The SMILES is ClC(Cl)Cl.ClC(Cl)Cl.ClC(Cl)Cl.ClC(Cl)Cl.CC(C)=O. The calculation puts the strongest force on any atom at 0.0488 Eh/bohr. The calculation puts the HOMO energy at -9.54 eV. The value obtained for the energy relative to the best compared isomer or geometry (same formula, charge and spin) is 30.9 kJ/mol. The total energy comes out at -5870.2205 a.u.